(1)
A structure of composition CH5N2Si in a non-equilibrium geometry. Source: OMol25; level of theory: ωB97M-V/def2-TZVPD.

Each line ends with the Mulliken charge.
Atoms and positions in Å:
H  -0.25  1.42  -1.49  0.07
H  1.24  -0.99  -1.05  0.34
Si  -0.43  1.22  -0.06  0.46
N  -1.78  0.01  0.06  0.23
C  1.14  -0.68  0.06  -1.03
N  -2.39  -0.89  -0.11  0.16
H  0.84  -1.50  0.74  0.33
H  -0.38  1.89  1.25  0.07
H  2.02  -0.48  0.61  0.36

DFT total energy (Ha): -439.730211
E_LUMO (eV): -6.0
Net charge: +1

(2)
A structure of composition C4H7NO. Source: OMol25; level of theory: ωB97M-V/def2-TZVPD.

Each line ends with the Mulliken charge.
Atoms and positions in Å:
H  -2.16  0.51  0.86  0.29
C  -1.82  -0.09  0.00  -1.15
O  0.17  2.02  -0.60  -0.55
C  1.75  0.17  -0.10  -0.45
H  2.56  0.52  -0.73  0.31
H  -2.07  0.49  -0.89  0.29
H  -0.17  -0.62  1.26  0.26
H  1.07  -1.81  -0.30  0.26
H  2.11  -0.04  0.92  0.25
N  0.81  -0.88  -0.62  -0.60
H  -2.42  -1.02  0.03  0.34
C  0.49  0.99  -0.07  0.54
C  -0.32  -0.26  0.23  0.19

DFT total energy (Ha): -286.547506
E_LUMO (eV): 0.7
Net charge: 0

Asked for orbital gap across the records above, the calculation gives 8.91, 10.40 eV in order.
Asked for HOMO level across the records above, the calculation gives -14.90, -9.67 eV in order.
Asked for relative energy (zero: lowest compared OMol25 entry of this formula, charge and spin) across the records above, the calculation gives 217.10, 220.91 kJ/mol in order.